1.
The following is a quantum chemistry calculation of an isolated molecule of C6H5NO3, from the OMol25 dataset.

Results
Gap between HOMO and LUMO: 8.56 eV
Maximum force: 10.64 eV/A
Molar mass: 139.110 g mol⁻¹
Lowest unoccupied orbital energy: -0.91 eV
HOMO: -9.466 eV
ΔE to the lowest compared entry with this formula, charge and spin: 153.4 kcal/mol
SMILES: O=C(O)c1cncc(O)c1

Structure (ORCA input):
```
! RIJCOSX wB97M-V def2-TZVPD def2/J DEFGRID3
* xyz 0 1
O -2.3402 1.2000 2.1110
C 1.6050 -0.0512 -0.7233
C -0.2464 -0.8921 1.1276
C -0.7928 0.0490 0.2421
O 2.4171 0.6285 -1.6055
H 2.8500 -1.3758 0.3537
C -2.0629 0.8297 0.6264
C 1.8412 -1.0009 0.3543
H 0.0057 0.8305 -1.7874
H -1.0239 -1.1503 1.7840
O -2.8984 1.0856 -0.5732
H -3.8349 1.2244 -0.2071
H 3.3652 0.0006 -2.0088
N 0.8853 -1.6937 1.0459
C 0.2301 0.3157 -0.7398
*
```

---

2.
The following is a quantum chemistry calculation of the ion C6H16N7O with charge +1, from the OMol25 dataset.

Results
Gap between HOMO and LUMO: 8.61 eV
Maximum force: 4.00 eV/A
Molar mass: 202.242 g mol⁻¹
Lowest unoccupied orbital energy: -3.08 eV
HOMO: -11.695 eV
ΔE to the lowest compared entry with this formula, charge and spin: 56.4 kcal/mol
SMILES: CC(C)NNC(=O)/N=C(/N)NC(N)=[NH2+]

Structure (ORCA input):
```
! RIJCOSX wB97M-V def2-TZVPD def2/J DEFGRID3
* xyz 1 1
H 5.1717 -0.1470 0.3820
N 1.8478 0.6166 0.8972
H -0.1901 -1.9024 -1.6157
H -3.8224 2.0882 0.5480
H 3.3829 1.5190 -0.1969
H 2.4475 -1.3222 -0.7751
C 2.9719 -0.4001 -1.2110
H -4.8801 -0.9995 1.3106
H 1.2736 2.3763 -0.0717
N -3.2724 1.3765 0.0694
H 3.8269 -1.0904 1.2681
H 4.0034 -0.6552 -1.6297
N 0.8966 1.4767 0.3200
H -1.6324 -2.9791 -1.0745
C 4.1336 -0.0971 0.8980
H -5.4275 0.5943 0.8793
H -2.4321 1.7932 -0.4031
N -0.7234 -0.1347 0.1338
H 1.3661 -0.2493 0.9629
O -0.9596 1.9634 -0.7222
C -0.2775 1.1529 -0.0571
C -3.5917 0.1404 0.3019
H 4.1309 0.5180 1.8744
C 3.0706 0.5065 0.0051
N -4.7660 -0.1033 0.8490
H -3.2680 -1.8684 0.3213
N -1.1390 -2.0533 -1.1313
H 2.2471 -0.1381 -1.9655
C -1.5302 -0.9855 -0.2966
N -2.8581 -0.9962 0.1293
*
```

---

3.
The following is a quantum chemistry calculation of a structure of composition C3H3HgO2, from the OMol25 dataset.

Results
Gap between HOMO and LUMO (alpha / beta): 7.92 / 7.57 eV
Maximum force: 8.73 eV/A
Molar mass: 271.645 g mol⁻¹
Lowest unoccupied orbital energy (alpha / beta): -0.03 / -1.64 eV
HOMO (alpha / beta): -7.953 / -9.213 eV
ΔE to the lowest compared entry with this formula, charge and spin: 32.1 kcal/mol
⟨S²⟩: 0.766

Structure (ORCA input):
```
! RIJCOSX wB97M-V def2-TZVPD def2/J DEFGRID3
* xyz 0 2
C -2.2125 -0.2203 0.7706
C 0.9130 0.7139 -0.7102
H 1.9597 0.3744 -0.8076
Hg 0.4577 -1.5982 1.8535
H 0.5729 1.1318 -1.6756
H 0.9156 1.5121 0.0510
O -1.7562 -0.5653 1.7848
O -0.9432 -0.8807 -1.0433
C 0.0930 -0.4677 -0.2233
*
```

---

4.
The following is a quantum chemistry calculation of a structure of composition C3F4IN, from the OMol25 dataset.

Results
Gap between HOMO and LUMO (alpha / beta): 8.26 / 8.26 eV
Maximum force: 3.13 eV/A
Molar mass: 252.936 g mol⁻¹
Lowest unoccupied orbital energy (alpha / beta): -0.99 / -0.99 eV
HOMO (alpha / beta): -9.252 / -9.253 eV
ΔE to the lowest compared entry with this formula, charge and spin: 68.3 kcal/mol

Structure (ORCA input):
```
! RIJCOSX wB97M-V def2-TZVPD def2/J DEFGRID3
* xyz 0 1
C 0.4344 -0.9675 -0.6856
I -1.5011 -1.8075 1.8469
F 2.1853 0.3993 -0.0152
F 0.1196 0.5238 2.6495
C 0.9260 0.2519 -0.2893
F 0.4281 1.3377 -0.8046
F -1.2305 1.0322 1.1137
C -0.5116 0.0234 1.6060
N -0.2357 -1.9158 -0.6081
*
```

---

5.
The following is a quantum chemistry calculation of a structure of composition C5H8N4, from the OMol25 dataset.

Results
Gap between HOMO and LUMO: 8.16 eV
Maximum force: 10.79 eV/A
Molar mass: 124.147 g mol⁻¹
Lowest unoccupied orbital energy: 0.30 eV
HOMO: -7.860 eV
ΔE to the lowest compared entry with this formula, charge and spin: 170.7 kcal/mol

Structure (ORCA input):
```
! RIJCOSX wB97M-V def2-TZVPD def2/J DEFGRID3
* xyz 0 1
C -1.0869 -1.3272 -0.1940
C 1.4420 -1.6251 -0.0736
H 1.7940 2.2790 0.6586
N -2.2915 0.8470 -0.2560
H -1.8022 -1.2268 -1.0464
H 3.1792 1.7419 -0.0585
C -1.2177 0.2312 0.2523
H -1.6784 0.2715 1.2519
N 2.3749 -0.6882 -0.2077
H -1.9318 1.5972 -1.3091
H -3.0514 1.6745 0.5198
C 0.3384 0.2592 -0.0001
H -1.4850 -2.3071 0.2709
H 1.4234 -2.8010 0.3524
N 0.2982 -1.1429 0.0355
C 1.6387 0.4823 -0.0740
N 2.0560 1.7344 -0.1219
*
```

---

6.
The following is a quantum chemistry calculation of an isolated molecule of C2H6N2O, from the OMol25 dataset.

Results
Gap between HOMO and LUMO: 10.48 eV
Maximum force: 4.17 eV/A
Molar mass: 74.083 g mol⁻¹
Lowest unoccupied orbital energy: 0.89 eV
HOMO: -9.585 eV
ΔE to the lowest compared entry with this formula, charge and spin: 42.2 kcal/mol
SMILES: NCNC=O

Structure (ORCA input):
```
! RIJCOSX wB97M-V def2-TZVPD def2/J DEFGRID3
* xyz 0 1
N -0.5461 -0.6710 -0.0854
H 0.7113 0.5501 -1.3849
C 0.0668 -1.6722 0.7002
H -1.2353 -0.8852 -0.7961
H -0.7661 -2.2747 1.2495
O 1.2151 -1.8637 0.9833
C 0.3931 0.4238 -0.3408
H 1.3162 0.2484 0.2940
N -0.0440 1.8681 -0.1102
H -0.3207 2.1969 -0.9532
H -0.7902 2.0796 0.4435
*
```

---

7.
The following is a quantum chemistry calculation of a cluster of 4 separate species, C24H32ClNO3S in total, from the OMol25 dataset.

Results
Gap between HOMO and LUMO: 7.80 eV
Maximum force: 4.67 eV/A
Molar mass: 450.044 g mol⁻¹
Lowest unoccupied orbital energy: 0.14 eV
HOMO: -7.666 eV
SMILES: Clc1ccc2c(c1)Sc1ccccc1N2.C1CCOC1.C1CCOC1.C1CCOC1

Structure (ORCA input):
```
! RIJCOSX wB97M-V def2-TZVPD def2/J DEFGRID3
* xyz 0 1
H -3.5816 2.7242 3.5363
H -3.9126 5.4656 6.1660
H -1.1609 -5.3732 -6.0100
H 1.6061 5.5294 4.8889
S -0.2859 -0.1392 -0.7655
C -0.4528 -6.1697 -6.2520
H -1.1437 -1.8883 -3.2777
H 0.2870 -3.5633 -4.8789
H 3.6427 -1.6799 -0.0562
H -0.5845 3.3152 2.5659
C -4.7162 3.8002 5.0066
C 2.2349 -3.3335 -3.6322
N 2.9399 -0.9892 -0.3947
H 1.7448 6.6341 3.5042
H -1.1375 0.4779 2.2636
H -3.0825 4.6940 2.2857
C 0.6569 -0.2331 0.8436
Cl -0.1139 0.5449 5.1298
H -0.1754 5.7089 2.4283
C 1.0698 -6.9203 -7.8819
O 0.8595 -5.8006 -5.8044
H 2.8669 -4.0566 -4.2547
C -3.6044 4.7532 5.3975
C 2.1572 -1.6126 -1.4774
H 2.8528 -0.4246 4.5037
H 0.1248 3.2500 4.1879
H -5.6821 4.3142 5.0511
C -0.0426 -2.0597 -3.0344
H 2.6725 -6.5864 -6.4383
H 1.5805 3.6949 1.5528
C 1.5828 3.5988 2.6441
C 0.1845 3.7431 3.2123
H -4.7680 2.9197 5.6495
C 1.7984 -6.0791 -6.8528
C -4.3687 3.4852 3.5693
C 2.8899 -0.7316 2.1905
H 2.0469 2.6458 2.9085
H -0.6863 5.5401 4.1161
C 0.7274 -3.0416 -3.9708
H 1.4774 -6.8092 -8.8882
C -3.8259 4.8124 3.0780
H 2.1191 -5.1218 -7.2782
C 2.2105 -0.3784 3.5477
H -0.4733 -5.4860 -8.2921
H 1.1234 -7.9785 -7.6054
O -3.2259 5.4601 4.2081
H -1.1011 -7.1316 -8.1053
C 2.9208 -2.6258 -2.4119
H 4.0287 -2.8627 -2.1961
C 0.6736 -1.3493 -1.8245
O 2.3607 4.6793 3.1783
H 3.9845 -1.0421 2.2202
C 0.7287 0.0677 3.5565
H -4.6294 5.4587 2.7090
C 1.4761 5.6187 3.8047
H -0.7484 -7.0753 -5.7121
H -2.7243 4.2091 5.7582
C 0.0688 5.2403 3.3879
H -5.2149 3.1266 2.9806
C -0.3522 -6.4255 -7.7427
C -0.0464 0.1233 2.2042
C 2.1427 -0.6669 0.8023
*
```

---

Question: Among the records above, which one has the highest molar mass?
Answer: C24H32ClNO3S